Record 1
{
  "formula": "C24H18F5O2Sn",
  "method": "ωB97M-V with the def2-TZVPD basis set",
  "elements": ["C", "C", "C", "H", "C", "C", "H", "H", "H", "H", "C", "C", "C", "H", "C", "C", "H", "H", "H", "H", "Sn", "O", "C", "C", "H", "H", "H", "H", "C", "C", "C", "H", "C", "H", "C", "H", "C", "H", "F", "C", "C", "F", "C", "F", "C", "O", "C", "F", "C", "F"],
  "positions_angstrom": [[0.5621, -1.5607, 2.3364], [-0.7505, -1.7830, 1.8519], [-0.6511, -2.1559, 0.4959], [-1.6621, -1.6848, 2.4168], [0.7140, -2.1564, 0.1453], [1.4713, -1.7896, 1.2764], [2.5438, -1.7044, 1.3282], [0.8227, -1.2740, 3.3404], [-1.4709, -2.3727, -0.1645], [1.1051, -2.3476, -0.8415], [-0.8253, 2.2150, 1.0307], [-0.4901, 1.7248, 2.3035], [0.9142, 1.5532, 2.3519], [-1.1826, 1.4900, 3.0947], [1.4511, 1.9409, 1.1028], [0.3668, 2.3433, 0.2868], [0.4267, 2.6531, -0.7433], [-1.8179, 2.4079, 0.6641], [1.4785, 1.1958, 3.1957], [2.4943, 1.9474, 0.8339], [0.1419, 0.0613, 0.7408], [-0.1687, -0.0905, -3.2486], [-1.2695, -0.8576, -3.7256], [0.0081, -0.8562, -4.4450], [-1.5458, -1.7114, -3.1143], [-2.0961, -0.2833, -4.1318], [0.6457, -1.7273, -4.3180], [0.9449, -1.8450, -6.7558], [0.6790, -0.7979, -6.8354], [0.1946, -0.1232, -5.7180], [-0.1259, 1.2270, -5.8284], [-0.4728, 1.7581, -4.9526], [0.0265, 1.8855, -7.0382], [-0.2196, 2.9367, -7.1108], [0.4991, 1.2046, -8.1522], [0.6191, 1.7214, -9.0950], [0.8269, -0.1396, -8.0468], [1.2047, -0.6753, -8.9076], [-0.1100, -0.2891, 8.9260], [-0.2749, -0.2397, 7.5804], [0.0949, 0.9028, 6.8742], [0.6096, 1.9655, 7.5430], [-0.0643, 0.9662, 5.4842], [0.2862, 2.1341, 4.9020], [-0.6071, -0.1450, 4.7726], [-0.8056, -0.2280, 3.3920], [-0.9926, -1.2770, 5.5178], [-1.5215, -2.3556, 4.8876], [-0.8218, -1.3265, 6.9038], [-1.1860, -2.4368, 7.5924]],
  "forces_ev_per_a": [[1.1, -2.1, 0.0], [-0.3, -2.5, -0.7], [0.6, -2.3, 0.2], [0.2, -0.2, -0.3], [0.0, -2.2, -0.5], [0.1, -1.5, 0.3], [0.1, 0.1, 0.0], [0.4, -0.4, -0.4], [-0.1, 0.1, -0.1], [0.0, 0.1, -0.1], [0.5, 1.8, 0.1], [-0.2, 2.4, 0.0], [0.2, 1.1, 0.2], [0.2, 0.7, -0.6], [0.1, 1.9, 0.1], [0.4, 2.6, 0.1], [0.1, -0.1, -0.1], [-0.1, 0.0, 0.0], [0.0, -0.1, -0.1], [0.0, -0.1, -0.1], [-1.1, 0.2, -3.2], [-0.1, -0.2, -0.4], [0.0, 0.0, 0.1], [0.0, -0.1, 0.4], [0.1, 0.0, 0.0], [0.0, 0.1, 0.0], [0.0, 0.0, 0.0], [0.0, 0.0, 0.0], [0.0, 0.1, 0.0], [0.0, 0.1, -0.2], [0.0, -0.1, 0.0], [0.0, 0.0, 0.1], [0.0, 0.0, 0.0], [0.0, 0.0, 0.0], [0.0, 0.0, 0.0], [0.0, 0.0, 0.0], [0.0, 0.0, 0.0], [0.0, 0.0, 0.0], [0.0, 0.0, -0.3], [0.0, 0.1, 0.1], [-0.1, -0.1, -0.4], [-0.2, -0.5, -0.2], [-0.1, -0.6, 1.0], [-0.2, -0.4, 0.3], [-1.1, 0.0, -4.5], [-1.0, 1.1, 8.4], [0.4, 0.0, 1.1], [0.2, 0.6, 0.4], [-0.2, -0.2, -0.6], [0.2, 0.5, -0.1]],
  "mulliken_charge": [-0.55, -0.45, -0.80, 0.55, -0.31, -1.13, 0.52, 0.66, 0.48, 0.40, -0.89, -0.25, -0.32, 0.42, -0.84, -0.40, 0.47, 0.49, 0.39, 0.55, 0.88, -0.31, -0.35, -0.10, 0.22, 0.26, 0.39, 0.35, -0.50, 0.37, -0.38, 0.40, -0.53, 0.37, -0.43, 0.36, -0.48, 0.37, -0.33, 0.47, 0.13, -0.32, -0.06, -0.33, -0.01, -0.44, 0.36, -0.29, 0.33, -0.33],
  "de_lowest_kj_mol": 76.8,
  "lumo_energy_ev": 2.36,
  "total_energy_ha": -1789.200566,
  "gap_ha": 0.206,
  "largest_force_ha_per_bohr": 0.1662,
  "molar_mass_g_mol": 552.11,
  "total_charge": -1
}

Record 2
{
  "formula": "C30H58BF9O14P",
  "method": "ωB97M-V with the def2-TZVPD basis set",
  "elements": ["O", "B", "O", "P", "C", "C", "C", "F", "F", "C", "F", "F", "C", "F", "F", "C", "F", "F", "F", "H", "H", "H", "H", "H", "H", "H", "H", "H", "H", "O", "C", "O", "C", "C", "C", "H", "H", "H", "H", "H", "H", "H", "H", "O", "C", "O", "C", "C", "C", "H", "H", "H", "H", "H", "H", "H", "H", "O", "C", "O", "C", "C", "C", "H", "H", "H", "H", "H", "H", "H", "H", "O", "C", "O", "C", "C", "C", "H", "H", "H", "H", "H", "H", "H", "H", "O", "C", "O", "C", "C", "C", "H", "H", "H", "H", "H", "H", "H", "H", "O", "C", "O", "C", "C", "C", "H", "H", "H", "H", "H", "H", "H", "H"],
  "positions_angstrom": [[7.0135, -7.2656, 5.8221], [7.0124, -6.6640, 4.4741], [8.2175, -6.6378, 3.5728], [5.3914, -5.8357, 3.8660], [3.8506, -5.0117, 3.0967], [2.6849, -4.5724, 4.1587], [1.8851, -5.8075, 4.8795], [0.9960, -5.1631, 5.9186], [2.8168, -6.6790, 5.6896], [0.9207, -6.6855, 3.8621], [-0.4944, -6.3580, 4.2818], [0.9934, -6.2065, 2.4309], [1.0621, -8.3079, 4.0216], [-0.0462, -8.9051, 3.1860], [0.7399, -8.7440, 5.4319], [2.4520, -8.9633, 3.4683], [3.1299, -8.2167, 2.3863], [2.0734, -10.2977, 2.8681], [3.4382, -9.3163, 4.5574], [6.9216, -8.2631, 5.6826], [8.0262, -7.3723, 2.8922], [5.0408, -5.3931, 5.2217], [4.7365, -7.1186, 4.0488], [5.7484, -6.2827, 2.5127], [6.1671, -4.6347, 3.6061], [3.4906, -5.6901, 2.2101], [4.2338, -4.0013, 2.5889], [3.2155, -3.9559, 5.0324], [1.8840, -3.8117, 3.7061], [4.0300, -2.0510, 1.8838], [2.9296, -1.9395, 1.3445], [2.4336, -2.9491, 0.5963], [1.0973, -2.9866, 0.0590], [1.0190, -2.2193, -1.2465], [2.1650, -0.6522, 1.4336], [0.3668, -2.6422, 0.7971], [0.8698, -4.0407, -0.1316], [1.2583, -1.1615, -1.1087], [0.0169, -2.2936, -1.6777], [1.7431, -2.6150, -1.9664], [2.5633, 0.0523, 0.7002], [2.2939, -0.2405, 2.4406], [1.0921, -0.7643, 1.2864], [2.9121, -2.1881, -3.4699], [4.0215, -2.6899, -3.2921], [4.7412, -3.1389, -4.3435], [6.1068, -3.5913, -4.2643], [6.1700, -5.0429, -3.8305], [4.5513, -2.8936, -1.9037], [6.7031, -2.9323, -3.6262], [6.5216, -3.5014, -5.2738], [5.7476, -5.1853, -2.8323], [7.2042, -5.3979, -3.8220], [5.5869, -5.6711, -4.5121], [4.1070, -3.7968, -1.4798], [4.2688, -2.0287, -1.2936], [5.6366, -2.9614, -1.8503], [0.1331, 0.5754, -1.1622], [0.4444, 1.3041, -2.1037], [0.4983, 2.6437, -1.9378], [1.0040, 3.5681, -2.9205], [-0.0676, 3.9168, -3.9350], [0.6791, 0.7267, -3.4680], [1.9187, 3.1874, -3.3845], [1.2886, 4.4742, -2.3753], [-0.3984, 3.0364, -4.4924], [0.3034, 4.6580, -4.6482], [-0.9521, 4.3223, -3.4326], [-0.2835, 0.5570, -3.9554], [1.2031, -0.2287, -3.3555], [1.3077, 1.3444, -4.1072], [-3.3729, 4.6728, -3.0958], [-4.0602, 4.7482, -4.1137], [-3.4750, 4.9347, -5.3170], [-4.1672, 4.8754, -6.5792], [-4.8281, 6.2031, -6.8950], [-5.5573, 4.7255, -4.0249], [-4.8692, 4.0365, -6.6037], [-3.4075, 4.6644, -7.3392], [-5.5834, 6.4661, -6.1498], [-5.3081, 6.1708, -7.8770], [-4.0871, 7.0094, -6.8908], [-5.9144, 5.7191, -3.7453], [-5.8488, 4.0041, -3.2538], [-6.0497, 4.4056, -4.9418], [-6.8470, 7.3277, -2.8467], [-6.9199, 7.7138, -1.6806], [-5.8225, 7.7088, -0.8929], [-5.7616, 8.2865, 0.4257], [-6.2919, 7.3174, 1.4643], [-8.2411, 8.1083, -1.0905], [-6.2674, 9.2562, 0.4539], [-4.7037, 8.4843, 0.6284], [-7.3435, 7.0743, 1.2907], [-6.1959, 7.7385, 2.4689], [-5.7391, 6.3730, 1.4233], [-8.7849, 7.2080, -0.7958], [-8.8153, 8.6466, -1.8526], [-8.1614, 8.7815, -0.2385], [-4.0848, 6.4364, 3.0220], [-3.8315, 5.2342, 3.0914], [-4.1365, 4.5385, 4.2085], [-4.0321, 3.1068, 4.3324], [-2.6142, 2.6973, 4.6803], [-3.1006, 4.5446, 1.9779], [-4.4097, 2.6059, 3.4360], [-4.6990, 2.8176, 5.1515], [-1.9070, 2.9839, 3.8974], [-2.5500, 1.6153, 4.8248], [-2.2868, 3.1960, 5.5986], [-2.0313, 4.7458, 2.0729], [-3.4625, 4.9448, 1.0245], [-3.2674, 3.4695, 1.9389]],
  "forces_ev_per_a": [[0.5, -1.5, -2.4], [1.5, -0.3, 0.6], [-2.0, -2.6, 0.6], [0.4, 0.3, -0.2], [-1.4, 1.3, -1.1], [0.2, 0.3, 0.3], [1.2, 1.9, 1.8], [2.1, -2.1, -2.6], [-3.3, 2.1, -2.7], [-2.5, 1.5, 0.1], [4.0, -1.3, -1.5], [-0.1, -2.0, 4.7], [-2.8, -1.2, 0.1], [3.4, 1.8, 2.5], [1.4, 1.6, -4.8], [2.9, -2.9, -1.0], [-2.8, -2.6, 4.1], [1.3, 4.3, 1.9], [-3.8, 1.5, -4.0], [0.4, 2.0, 0.4], [0.4, 1.9, 1.3], [-0.2, 0.1, 0.2], [-0.8, -0.4, 0.3], [0.1, -0.1, -0.8], [0.3, 0.8, 0.0], [0.3, 1.2, 1.8], [-0.9, -2.3, 1.2], [-1.2, -1.6, -1.7], [1.4, -2.0, 0.9], [-2.0, 0.2, -1.3], [1.6, -0.1, 0.6], [0.3, -0.2, 0.4], [-0.2, 0.2, -0.3], [0.4, -0.2, 0.1], [-0.6, 0.1, 0.6], [0.2, 0.1, 0.0], [0.3, 0.1, 0.3], [-0.2, -0.4, 0.0], [0.0, 0.1, 0.1], [-0.5, 0.0, 0.4], [-0.1, -0.1, 0.1], [0.3, 0.0, -0.3], [0.1, 0.1, -0.3], [2.3, -0.7, -0.7], [-1.3, 0.4, 0.1], [-0.3, 0.4, -0.4], [0.0, -0.3, 0.2], [-0.1, -0.1, 0.2], [0.4, 0.6, 0.2], [-0.2, -0.1, 0.0], [-0.3, 0.1, 0.1], [0.2, 0.1, -0.1], [-0.1, 0.0, 0.0], [0.1, 0.1, 0.0], [0.0, 0.1, 0.1], [-0.2, -0.4, -0.1], [-0.1, -0.2, 0.0], [0.4, 2.1, -1.4], [-0.7, -0.9, 1.1], [0.2, -0.2, 0.6], [-0.2, 0.0, -0.3], [-0.2, 0.0, 0.0], [0.7, -0.3, -0.2], [-0.1, -0.1, 0.1], [-0.1, -0.3, 0.2], [0.1, 0.1, 0.0], [0.0, 0.0, 0.1], [0.2, 0.0, -0.1], [0.1, 0.0, 0.1], [-0.3, 0.1, 0.0], [-0.2, 0.1, 0.0], [-0.8, 0.1, -2.1], [0.6, 0.1, 1.7], [0.5, -0.3, 0.0], [-0.1, 0.2, 0.1], [-0.1, 0.2, 0.1], [-0.3, -0.7, -0.1], [0.0, 0.1, 0.1], [0.1, 0.0, 0.4], [0.0, -0.1, -0.1], [0.1, 0.0, 0.1], [0.0, -0.2, -0.1], [0.1, -0.1, 0.0], [0.2, 0.3, 0.0], [0.0, 0.2, -0.1], [0.1, 0.8, 2.0], [0.4, -0.7, -1.1], [-0.1, 0.1, -0.9], [-0.1, -0.2, 0.4], [-0.3, -0.2, -0.1], [-0.3, 0.7, 0.0], [-0.1, -0.1, -0.1], [-0.2, -0.2, -0.3], [0.0, 0.2, 0.0], [0.1, -0.1, -0.2], [-0.1, 0.4, 0.0], [0.1, 0.1, 0.0], [0.1, -0.4, 0.0], [0.0, -0.2, 0.1], [0.5, -2.2, 0.7], [0.1, 1.5, 0.0], [-0.5, 0.5, 0.0], [0.3, -0.1, 0.0], [0.2, 0.1, 0.0], [-0.4, -0.3, -0.5], [0.1, 0.1, 0.0], [0.0, 0.4, -0.2], [-0.1, -0.1, 0.0], [0.0, 0.1, 0.0], [-0.1, -0.1, -0.1], [-0.1, 0.0, 0.0], [0.2, 0.1, 0.2], [0.2, 0.0, 0.1]],
  "mulliken_charge": [-0.58, 0.75, -0.60, 0.31, 0.37, -0.90, 0.85, -0.36, -0.27, 0.55, -0.34, -0.22, 0.43, -0.30, -0.27, 0.63, -0.16, -0.28, -0.21, 0.27, 0.29, -0.27, -0.54, -0.35, -0.29, 0.00, 0.13, 0.42, 0.07, -0.62, 0.89, -0.19, -0.75, -0.17, -1.39, 0.35, 0.39, -0.22, 0.45, 0.07, 0.23, 0.40, 0.40, -0.58, 0.58, -0.38, -0.38, -0.95, -0.59, 0.38, 0.29, 0.28, 0.35, 0.29, 0.22, 0.04, 0.42, -0.61, 0.72, -0.35, -0.54, -0.71, -0.52, 0.36, 0.33, 0.24, 0.40, 0.18, 0.20, -0.01, 0.35, -0.55, 0.85, -0.37, -0.42, -0.89, -0.94, 0.36, 0.33, 0.19, 0.35, 0.30, 0.19, 0.32, 0.33, -0.68, 0.86, -0.40, -0.46, -0.74, -1.08, 0.34, 0.35, 0.35, 0.40, 0.03, 0.25, 0.34, 0.34, -0.60, 0.78, -0.36, -0.38, -0.92, -0.92, 0.35, 0.30, 0.26, 0.35, 0.30, 0.26, 0.30, 0.32],
  "de_lowest_kj_mol": 733.1,
  "lumo_energy_ev": 1.62,
  "total_energy_ha": -3496.003139,
  "gap_ha": 0.163,
  "largest_force_ha_per_bohr": 0.1105,
  "molar_mass_g_mol": 855.55,
  "total_charge": -1
}